A structure of composition C3HBr2NO. Source: the OMol25 dataset; level of theory: wB97M-V/def2-TZVPD.

Geometry as ORCA input:
```
! RIJCOSX wB97M-V def2-TZVPD def2/J DEFGRID3
* xyz 0 1
C 1.48602 0.20256 0.08225
C -0.95117 -1.00978 -0.13507
C 0.13976 0.62607 0.14995
N 2.55118 -0.21030 0.00432
O -0.47622 -1.96184 -0.59904
Br -0.42702 1.57771 -1.46488
Br -0.36935 1.51013 1.77535
H -1.95320 -0.73455 0.18712
*
```

The value obtained for the highest occupied orbital energy is -9.92 eV. The calculation puts the frontier orbital gap at 9.7407 eV. The value obtained for the total energy is -146747.2496 eV. As for the energy above the lowest of the compared OMol25 structures with the same formula, charge and spin: 65.92 kJ/mol. The LUMO energy comes out at -0.00654 hartree. The calculation puts the molar mass at 226.85 g mol⁻¹.



The molecule C3HBrO2S. Source: the OMol25 dataset; level of theory: wB97M-V/def2-TZVPD.

Geometry as ORCA input:
```
! RIJCOSX wB97M-V def2-TZVPD def2/J DEFGRID3
* xyz 0 1
C -1.07425 -1.02056 0.52791
C 1.29981 -0.57571 -0.00365
C -0.69352 1.36529 0.04133
O -1.11152 2.46808 -0.08114
O -1.28610 0.22935 0.20321
S 1.21551 1.03782 -0.18482
Br 2.62000 -1.79477 -0.00060
H -0.96992 -1.70951 -0.50223
*
```

The value obtained for the highest occupied orbital energy is -8.66 eV. The calculation puts the frontier orbital gap at 7.4677 eV. The value obtained for the total energy is -88093.1892 eV. As for the energy above the lowest of the compared OMol25 structures with the same formula, charge and spin: 560.33 kJ/mol. The LUMO energy comes out at -0.04377 hartree. The calculation puts the molar mass at 181.01 g mol⁻¹.



A structure of composition C3HCaO. Source: the OMol25 dataset; level of theory: wB97M-V/def2-TZVPD.

Geometry as ORCA input:
```
! RIJCOSX wB97M-V def2-TZVPD def2/J DEFGRID3
* xyz 1 1
O -0.05596 0.40946 0.31214
C 0.99292 -0.25360 0.08366
C 1.87077 -0.86555 -0.75081
C 2.44667 -0.78644 0.50655
H 2.95098 -1.56435 1.09200
Ca -2.02098 0.67525 -0.08216
*
```

The value obtained for the highest occupied orbital energy is -10.31 eV. The calculation puts the frontier orbital gap at 3.7807 eV. The value obtained for the total energy is -23601.1135 eV. The LUMO energy comes out at -0.23990 hartree. The calculation puts the molar mass at 93.12 g mol⁻¹.



The molecule C3HCl2NS. Source: the OMol25 dataset; level of theory: wB97M-V/def2-TZVPD.

Geometry as ORCA input:
```
! RIJCOSX wB97M-V def2-TZVPD def2/J DEFGRID3
* xyz 0 1
C 0.76828 0.46533 -0.05383
C 0.84565 -0.89272 -0.02456
C -1.52252 0.83744 -0.14201
N -0.39526 1.05686 0.11326
S -0.44589 -1.91307 -0.01059
Cl 2.40327 -1.60985 0.16893
Cl -3.14109 0.82336 0.15438
H 1.48754 1.23265 -0.20557
*
```

The value obtained for the highest occupied orbital energy (alpha / beta) is -8.24 / -8.24 eV. The calculation puts the frontier orbital gap (alpha / beta) at 7.2593 / 7.2573 eV. The value obtained for the total energy is -40494.0189 eV. As for the energy above the lowest of the compared OMol25 structures with the same formula, charge and spin: 176.76 kJ/mol. The LUMO energy (alpha / beta) comes out at -0.03609 / -0.03616 hartree. The calculation puts the molar mass at 154.02 g mol⁻¹.